No. 1
Density functional theory data (the ωB97M-V functional and the def2-TZVPD basis) for C19H25N3O5S3 in the gas phase.

LUMO ... -0.0095 hartree
E ... -67323.4604 eV
SMILES string ... CCOC(=O)c1sc2nc(C)nc(SCC(=O)N(CC)[C@H]3CCS(=O)(=O)C3)c2c1C
Max |F| ... 0.8 eV/A

Geometry (Å):
C1 7.081 3.239 -0.930
C2 7.260 1.976 -0.100
H1 8.117 1.394 -0.445
H2 7.380 2.231 0.958
O1 6.141 1.101 -0.238
C3 5.078 1.339 0.541
O2 5.025 2.222 1.365
C4 4.017 0.373 0.254
C5 2.786 0.253 0.845
C6 2.050 -0.823 0.270
C7 0.777 -1.366 0.522
N1 0.321 -2.387 -0.177
C8 1.081 -2.926 -1.131
N2 2.294 -2.517 -1.446
C9 2.762 -1.488 -0.758
S1 4.324 -0.800 -1.009
C10 0.504 -4.067 -1.894
H3 1.283 -4.532 -2.490
H4 0.066 -4.790 -1.211
H5 -0.283 -3.703 -2.552
S2 -0.269 -0.712 1.773
C11 -1.647 -1.911 1.750
H6 -1.596 -2.467 2.686
C12 -2.974 -1.180 1.722
O3 -3.644 -1.100 2.736
N3 -3.361 -0.592 0.563
C13 -2.673 -0.773 -0.703
C14 -3.063 -2.077 -1.403
H7 -4.138 -2.143 -1.549
H8 -2.580 -2.116 -2.376
H9 -2.751 -2.944 -0.827
H10 -1.596 -0.773 -0.532
H11 -2.892 0.072 -1.354
C15 -4.597 0.187 0.668
C16 -5.266 0.519 -0.646
H12 -6.319 0.740 -0.498
H13 -5.147 -0.217 -1.431
S3 -4.486 2.098 -1.173
O4 -3.579 1.868 -2.268
O5 -5.503 3.091 -1.365
C17 -3.568 2.415 0.375
C18 -4.309 1.539 1.358
H14 -3.744 1.369 2.274
H15 -5.260 2.005 1.620
H16 -2.538 2.110 0.222
H17 -3.629 3.473 0.600
H18 -5.267 -0.393 1.316
H19 -1.458 -2.563 0.899
C19 2.272 1.118 1.938
H20 3.008 1.873 2.195
H21 2.050 0.514 2.817
H22 1.347 1.601 1.628
H23 6.910 2.981 -1.972
H24 6.230 3.808 -0.562
H25 7.974 3.853 -0.856


No. 2
Density functional theory data (the ωB97M-V functional and the def2-TZVPD basis) for a molecular structure, C19H25N6O3PbS.

LUMO ... -0.3506 hartree
E ... -51249.0371 eV
Net charge ... +3
Max |F| ... 0.5 eV/A

Geometry (Å):
Pb1 -1.396 -0.265 2.018
C1 -0.772 4.260 3.473
C2 -0.679 2.807 3.132
N1 -1.610 2.144 2.550
N2 -2.800 2.758 2.261
C3 -3.938 2.032 2.204
N3 -5.064 2.691 2.025
S1 -3.970 0.330 2.358
C4 0.517 2.020 3.547
C5 1.673 2.626 3.999
C6 2.700 1.829 4.498
C7 2.537 0.457 4.529
C8 1.360 -0.077 4.019
N4 0.379 0.683 3.539
H1 -1.792 4.570 3.697
H2 -0.174 4.497 4.349
H3 -0.405 4.870 2.641
H4 -2.847 3.766 2.257
H5 -5.121 3.696 1.938
H6 -5.933 2.178 1.989
H7 1.787 3.701 3.980
H8 3.609 2.286 4.872
H9 3.294 -0.194 4.947
H10 1.197 -1.151 4.013
N5 2.460 -0.107 0.702
N6 2.736 -1.283 -0.016
C9 1.926 -1.754 -0.980
O1 2.173 -2.697 -1.694
O2 0.740 -1.072 -1.059
H11 2.903 0.678 0.235
H12 2.896 -0.201 1.611
H13 3.655 -1.698 0.012
C10 0.591 -3.219 -6.070
C11 0.352 -2.625 -4.742
C12 0.520 -1.207 -4.571
C13 0.345 -0.600 -3.389
C14 0.466 0.879 -3.205
C15 -0.054 -1.421 -2.176
C16 -1.487 -0.985 -1.828
O3 -1.815 -0.502 -0.777
C17 -0.142 -2.921 -2.403
C18 -0.543 -3.777 -1.252
C19 -0.032 -3.427 -3.661
H14 1.346 -2.667 -6.629
H15 -0.339 -3.144 -6.654
H16 0.846 -4.275 -6.011
H17 0.806 -0.617 -5.436
H18 1.115 1.318 -3.960
H19 0.841 1.130 -2.214
H20 -0.517 1.349 -3.317
H21 -2.218 -1.144 -2.639
H22 -0.387 -3.284 -0.295
H23 0.015 -4.713 -1.263
H24 -1.603 -4.036 -1.350
H25 -0.146 -4.496 -3.805


No. 3
Density functional theory data (the ωB97M-V functional and the def2-TZVPD basis) for a molecular structure, C19H25NO7PTb at a distorted geometry.

LUMO (spin up / spin down) ... -0.2599 / -0.2588 hartree
<S²> ... 12.69
E ... -67641.2051 eV
Net charge ... +2
Max |F| ... 1.3 eV/A
2S+1 ... 7

Geometry (Å):
Tb1 0.342 -0.440 0.899
C1 -2.104 1.219 0.565
C2 -2.486 -0.118 0.548
C3 -2.283 -0.914 1.678
C4 -1.678 -0.377 2.806
C5 -1.282 0.962 2.816
C6 -1.501 1.759 1.699
H1 -2.297 1.844 -0.295
H2 -2.989 -0.531 -0.316
H3 -2.628 -1.938 1.687
H4 -1.562 -0.983 3.694
H5 -0.845 1.384 3.710
H6 -1.230 2.806 1.720
O1 1.903 0.287 2.174
C7 2.707 1.264 2.038
C8 2.721 2.187 0.977
C9 3.720 3.191 1.069
C10 3.767 4.139 0.102
C11 2.855 4.160 -0.957
C12 1.874 3.194 -1.060
C13 1.794 2.187 -0.103
O2 0.854 1.260 -0.172
N1 4.811 5.189 0.178
O3 5.561 5.140 1.128
O4 4.733 6.089 -0.628
H7 3.442 1.394 2.833
H8 4.432 3.212 1.884
H9 2.940 4.955 -1.687
H10 1.165 3.203 -1.877
C14 -0.206 -6.027 -0.663
C15 0.718 -5.342 -1.628
O5 1.244 -4.053 -1.067
P1 0.321 -2.855 -0.650
O6 0.431 -2.782 1.029
C16 1.399 -3.533 1.889
C17 0.634 -4.097 3.049
O7 1.329 -1.550 -0.895
C18 2.729 -1.608 -1.422
C19 3.721 -1.939 -0.348
H11 -0.539 -6.967 -1.107
H12 -1.107 -5.445 -0.454
H13 0.298 -6.269 0.274
H14 0.259 -5.096 -2.582
H15 1.626 -5.905 -1.807
H16 2.174 -2.828 2.188
H17 1.855 -4.285 1.254
H18 0.145 -3.315 3.631
H19 1.325 -4.618 3.715
H20 -0.119 -4.810 2.713
H21 2.872 -0.629 -1.867
H22 2.693 -2.351 -2.212
H23 3.581 -1.336 0.552
H24 4.724 -1.718 -0.714
H25 3.686 -2.990 -0.066


No. 4
Density functional theory data (the ωB97M-V functional and the def2-TZVPD basis) for a molecular structure, C19H26BF4N5O5SY at a distorted geometry.

LUMO ... -0.1263 hartree
E ... -61237.6250 eV
Net charge ... +1
Max |F| ... 2.0 eV/A

Geometry (Å):
Y1 -1.393 -1.498 0.361
F1 -2.427 -4.726 -1.596
B1 -2.081 -3.657 -0.931
F2 -3.176 -2.844 -0.443
F3 -1.287 -3.848 0.249
F4 -1.303 -2.676 -1.675
N1 -4.924 4.808 -1.976
C1 -4.417 3.847 -1.618
C2 -3.764 2.677 -1.160
C3 -3.859 1.478 -1.864
C4 -3.196 0.353 -1.400
C5 -2.416 0.362 -0.224
C6 -2.355 1.592 0.461
C7 -3.007 2.728 0.010
H1 -4.450 1.433 -2.767
H2 -3.297 -0.561 -1.986
H3 -1.778 1.675 1.380
H4 -2.934 3.654 0.559
C8 -4.792 -1.747 2.321
N2 -3.994 -1.700 3.531
C9 -4.771 -1.610 4.754
C10 -2.671 -1.724 3.501
C11 -1.886 -1.684 4.780
O1 -2.023 -1.780 2.416
H5 -5.501 -2.572 2.392
H6 -4.155 -1.895 1.448
H7 -5.345 -0.813 2.202
H8 -5.826 -1.627 4.489
H9 -4.570 -0.680 5.287
H10 -4.576 -2.459 5.411
H11 -2.499 -1.741 5.669
H12 -1.303 -0.763 4.810
H13 -1.181 -2.515 4.774
C12 5.280 4.405 -3.002
C13 4.567 3.379 -2.147
S1 5.660 1.921 -2.039
O2 6.854 2.284 -1.348
O3 5.748 1.308 -3.331
C14 4.708 0.746 -0.961
C15 3.851 -0.118 -1.867
N3 2.848 -0.860 -1.126
C16 1.587 -0.455 -0.909
N4 0.902 -1.356 -0.195
C17 1.760 -2.388 0.044
C18 2.976 -2.087 -0.517
N5 4.177 -2.862 -0.434
O4 4.060 -3.953 0.063
O5 5.199 -2.358 -0.835
C19 1.026 0.816 -1.418
H14 4.668 5.296 -3.138
H15 5.506 3.974 -3.974
H16 6.215 4.691 -2.527
H17 3.636 3.048 -2.599
H18 4.412 3.736 -1.133
H19 4.125 1.355 -0.274
H20 5.442 0.154 -0.419
H21 4.503 -0.812 -2.399
H22 3.343 0.505 -2.603
H23 1.483 -3.276 0.587
H24 1.594 1.674 -1.061
H25 -0.011 0.919 -1.093
H26 1.042 0.825 -2.507


No. 5
Density functional theory data (the ωB97M-V functional and the def2-TZVPD basis) for C19H26FN3O2 in the gas phase.

LUMO ... 0.0199 hartree
E ... -31408.0465 eV
SMILES string ... CCCCN(CC)Cc1ccc(CNC(=O)Nc2ccc(F)cc2)o1
Max |F| ... 0.9 eV/A

Geometry (Å):
C1 2.058 0.928 1.609
C2 0.925 1.359 0.686
C3 1.279 1.145 -0.784
C4 0.161 1.668 -1.701
N1 0.252 1.375 -3.115
C5 1.233 2.101 -3.890
C6 2.655 1.527 -3.950
H1 3.093 1.441 -2.960
H2 2.657 0.544 -4.416
H3 3.281 2.186 -4.546
H4 1.272 3.116 -3.491
H5 0.848 2.161 -4.916
C7 0.116 -0.025 -3.476
C8 -1.164 -0.585 -2.953
C9 -2.465 -0.298 -3.239
C10 -3.251 -1.095 -2.370
C11 -2.376 -1.818 -1.619
O1 -1.104 -1.514 -1.970
C12 -2.582 -2.826 -0.530
N2 -1.540 -2.769 0.475
C13 -1.631 -1.843 1.485
O2 -2.635 -1.203 1.701
N3 -0.479 -1.786 2.242
C14 -0.243 -1.034 3.392
C15 0.905 -1.317 4.132
C16 1.212 -0.588 5.264
C17 0.360 0.429 5.652
C18 -0.785 0.727 4.937
C19 -1.086 -0.005 3.804
H6 -1.977 0.210 3.238
H7 -1.430 1.526 5.266
F1 0.657 1.148 6.759
H8 2.098 -0.800 5.842
H9 1.565 -2.113 3.817
H10 0.246 -2.453 2.022
H11 -0.622 -3.031 0.148
H12 -2.603 -3.842 -0.939
H13 -3.533 -2.620 -0.033
H14 -4.319 -1.124 -2.310
H15 -2.815 0.402 -3.968
H16 0.112 -0.074 -4.570
H17 0.940 -0.657 -3.105
H18 0.099 2.755 -1.600
H19 -0.791 1.255 -1.351
H20 1.433 0.079 -0.965
H21 2.213 1.666 -1.002
H22 0.710 2.417 0.853
H23 0.020 0.798 0.929
H24 1.785 1.083 2.650
H25 2.959 1.501 1.400
H26 2.288 -0.127 1.469


No. 6
Density functional theory data (the ωB97M-V functional and the def2-TZVPD basis) for a molecular structure, C19H26IN4OYb at a distorted geometry.

LUMO (spin up / spin down) ... 0.1554 / 0.1553 hartree
<S²> ... 0.75
E ... -67751.0284 eV
Net charge ... -2
Max |F| ... 4.8 eV/A
2S+1 ... 2

Geometry (Å):
C1 0.436 0.171 -7.008
I1 0.714 0.619 -4.933
H1 -0.508 -0.377 -7.082
H2 1.278 -0.439 -7.345
H3 0.381 1.109 -7.565
C2 -1.044 3.334 0.332
C3 -2.075 2.852 -0.386
N1 -1.686 1.589 -0.829
C4 -0.396 1.297 -0.359
N2 -0.047 2.406 0.333
H4 -0.918 4.317 0.809
H5 -3.009 3.267 -0.728
C5 1.740 -3.168 -0.131
C6 0.688 -1.234 -0.492
N3 1.657 -1.856 0.205
H6 0.661 -4.272 -1.716
N4 0.245 -2.194 -1.379
H7 2.485 -3.793 0.336
Yb1 -1.801 -0.930 -0.652
C7 0.682 0.265 -0.698
O1 1.797 0.735 -1.006
C8 0.855 -3.400 -1.116
C9 -0.480 -2.027 -2.643
H8 -1.524 -2.461 -2.571
H9 0.059 -2.600 -3.421
H10 -0.455 -0.957 -2.949
C10 2.601 -1.259 1.126
H11 3.494 -1.893 1.120
H12 2.183 -1.244 2.152
H13 2.831 -0.255 0.753
C11 1.242 2.789 0.885
H14 1.377 3.866 0.701
H15 1.983 2.210 0.340
H16 1.279 2.603 1.978
C12 -2.368 1.071 -2.030
H17 -1.611 0.681 -2.747
H18 -2.892 1.914 -2.488
H19 -3.217 0.360 -1.766
C13 -1.303 -0.719 1.587
C14 -0.720 -0.346 2.884
C15 -1.460 -0.665 4.039
C16 -0.993 -0.413 5.322
C17 0.240 0.238 5.499
C18 0.996 0.583 4.373
C19 0.513 0.322 3.085
H20 -1.213 -1.815 1.386
H21 -2.366 -0.463 1.530
H22 -2.403 -1.191 3.861
H23 -1.607 -0.721 6.166
H24 0.590 0.442 6.499
H25 1.965 1.065 4.519
H26 1.125 0.584 2.218


No. 7
Density functional theory data (the ωB97M-V functional and the def2-TZVPD basis) for C19H26N2O5 in the gas phase.

LUMO ... 0.0259 hartree
E ... -33343.6091 eV
SMILES string ... CCCOc1ccccc1[C@H]1NC(=O)NC(C)=C1C(=O)OCCOCC
Max |F| ... 0.7 eV/A

Geometry (Å):
C1 -4.138 -2.063 3.027
H1 -3.450 -2.302 3.835
C2 -3.454 -1.203 1.973
C3 -2.249 -1.917 1.370
O1 -1.689 -1.067 0.390
C4 -0.642 -1.509 -0.356
C5 -0.015 -2.738 -0.177
C6 1.043 -3.111 -0.988
C7 1.485 -2.271 -1.992
C8 0.863 -1.048 -2.175
C9 -0.187 -0.648 -1.368
C10 -0.839 0.709 -1.565
N1 -2.241 0.561 -1.920
C11 -3.293 0.773 -1.104
O2 -4.422 0.402 -1.337
N2 -3.017 1.546 0.016
C12 -1.764 1.910 0.420
C13 -0.685 1.551 -0.316
C14 0.673 1.867 0.104
O3 0.995 2.379 1.154
O4 1.579 1.512 -0.840
C15 2.945 1.612 -0.480
H2 3.128 2.545 0.062
C16 3.363 0.418 0.379
O5 4.764 0.379 0.437
C17 5.253 -0.678 1.235
C18 6.772 -0.631 1.225
H3 7.138 -0.736 0.208
H4 7.172 -1.436 1.836
H5 7.113 0.322 1.618
H6 4.894 -1.641 0.836
H7 4.872 -0.577 2.263
H8 2.965 -0.506 -0.075
H9 2.932 0.516 1.387
H10 3.508 1.605 -1.414
C19 -1.692 2.705 1.680
H11 -2.686 2.993 2.015
H12 -1.082 3.593 1.534
H13 -1.201 2.121 2.456
H14 -3.812 1.760 0.599
H15 -2.430 -0.052 -2.700
H16 -0.330 1.209 -2.402
H17 1.207 -0.379 -2.951
H18 2.307 -2.563 -2.627
H19 1.519 -4.067 -0.828
H20 -0.344 -3.412 0.599
H21 -2.567 -2.864 0.914
H22 -1.507 -2.133 2.153
H23 -4.153 -0.966 1.169
H24 -3.114 -0.266 2.419
H25 -4.491 -2.995 2.590
H26 -4.991 -1.537 3.446


No. 8
Density functional theory data (the ωB97M-V functional and the def2-TZVPD basis) for C19H26N4O3 in the gas phase.

LUMO ... -0.0116 hartree
E ... -32229.8065 eV
SMILES string ... CC[C@@H]1CCCCN1CCCNC(=O)c1c(O)nc2ccccn2c1=O
Max |F| ... 0.9 eV/A

Geometry (Å):
C1 -1.203 -1.880 -1.465
H1 -0.343 -1.577 -0.872
H2 -0.935 -2.777 -2.020
H3 -2.011 -2.133 -0.781
C2 -1.646 -0.775 -2.418
H4 -2.517 -1.128 -2.973
H5 -0.860 -0.586 -3.150
C3 -1.999 0.539 -1.673
N1 -1.164 1.689 -1.960
C4 0.146 1.741 -1.363
H6 0.058 1.339 -0.350
C5 1.291 1.008 -2.089
H7 1.466 1.468 -3.063
C6 2.580 1.068 -1.271
N2 2.426 0.334 -0.039
C7 2.579 0.874 1.171
O1 3.002 2.030 1.337
C8 2.234 0.018 2.327
C9 2.460 0.523 3.626
N3 2.182 -0.189 4.724
C10 1.667 -1.384 4.605
N4 1.382 -1.959 3.385
C11 0.832 -3.200 3.303
C12 0.546 -3.926 4.411
C13 0.828 -3.380 5.683
C14 1.374 -2.138 5.773
H8 1.609 -1.668 6.713
H9 0.606 -3.951 6.571
H10 0.111 -4.907 4.317
H11 0.652 -3.540 2.293
C15 1.665 -1.267 2.162
O2 1.390 -1.839 1.110
O3 2.955 1.715 3.826
H12 3.094 2.131 2.906
H13 2.043 -0.607 -0.084
H14 3.407 0.636 -1.846
H15 2.832 2.099 -1.009
H16 1.030 -0.039 -2.244
H17 0.425 2.798 -1.275
C16 -1.262 2.190 -3.312
C17 -2.698 2.633 -3.589
C18 -3.649 1.467 -3.349
C19 -3.457 0.953 -1.926
H18 -4.115 0.104 -1.731
H19 -3.714 1.751 -1.228
H20 -3.438 0.672 -4.068
H21 -4.683 1.785 -3.495
H22 -2.780 2.994 -4.616
H23 -2.951 3.451 -2.913
H24 -0.964 1.444 -4.070
H25 -0.589 3.046 -3.404
H26 -1.893 0.350 -0.598


No. 9
Density functional theory data (the ωB97M-V functional and the def2-TZVPD basis) for 2 unconnected molecules or ions with the total composition C19H26N5O5 at a distorted geometry.

LUMO ... 0.0306 hartree
E ... -37799.9117 eV
Net charge ... -1
Max |F| ... 6.7 eV/A

Geometry (Å):
C1 3.450 2.895 0.724
C2 4.702 1.897 0.859
C3 4.611 0.601 -0.138
C4 3.055 0.188 -0.179
C5 2.478 -0.698 1.015
C6 3.413 -1.160 2.230
C7 3.512 -2.751 2.433
N1 4.805 -3.312 1.877
C8 0.960 -1.033 0.926
C9 0.262 -1.936 2.082
C10 0.031 -0.534 -0.257
N2 -1.357 -0.890 -0.174
C11 -2.143 -0.378 -1.251
C12 -3.725 -0.725 -1.153
C13 -4.122 -0.650 0.526
C14 -5.768 -0.413 0.834
O1 -4.979 -1.785 1.047
C15 -1.501 0.442 -2.411
C16 -2.477 0.935 -3.613
C17 -2.037 2.439 -3.964
O2 -1.849 2.852 -5.142
N3 -0.132 0.820 -2.563
C18 0.585 0.311 -1.426
C19 2.138 0.657 -1.365
N4 2.712 1.450 -2.461
H1 3.137 3.110 -0.356
H2 2.508 2.486 1.255
H3 3.681 3.896 1.257
H4 4.777 1.470 1.932
H5 5.688 2.425 0.603
H6 5.030 0.878 -1.164
H7 5.216 -0.276 0.298
H8 4.463 -0.683 2.215
H9 2.916 -0.745 3.193
H10 2.586 -3.329 2.089
H11 3.587 -2.925 3.577
H12 4.997 -4.193 2.398
H13 4.694 -3.579 0.887
H14 -0.802 -1.597 2.320
H15 0.155 -2.986 1.598
H16 0.937 -2.076 2.989
H17 -4.391 0.085 -1.594
H18 -3.968 -1.790 -1.477
H19 -3.335 -0.113 1.257
H20 -5.529 0.337 1.658
H21 -6.021 -0.186 -0.251
H22 -2.221 0.296 -4.530
H23 -3.583 0.803 -3.377
H24 -1.837 3.175 -3.091
H25 2.829 0.906 -3.326
H26 3.573 1.939 -2.191
N5 -8.928 0.862 0.844
O3 -9.742 0.055 1.332
O4 -8.461 1.780 1.548
O5 -8.580 0.753 -0.348